1.
# C27H19BrGaN6O2S2Te

C27H19BrGaN6O2S2Te as an isolated structure (ωB97M-V/def2-TZVPD, the Open Molecules 2025 dataset).

Summary:
- E (eV) = -192719.533
- energy above the lowest of the compared OMol25 structures with the same formula, charge and spin (kJ/mol) = 158.4
- LUMO energy (eV) = -3.94
- frontier orbital gap (eV) = 6.29
- net charge = +1

XYZ file:
```
59
Properties=species:S:1:pos:R:3:forces:R:3:mulliken_charge:R:1
Ga 2.5046 -0.1046 -1.0639 -0.2980 -0.0334 -0.4921 0.0527
Br 2.9479 0.7265 2.7415 -0.1012 0.2444 -0.1518 -0.0343
C 4.3515 0.1495 1.6725 1.7194 0.0618 -1.1868 0.3083
C 5.7063 0.1781 2.0880 -1.2428 0.7151 2.2216 -0.4775
C 6.6503 -0.6177 1.4864 -2.1558 0.4466 -1.0980 -0.3421
C 6.2974 -1.3241 0.3440 0.1587 -0.4316 -0.5316 -0.6464
C 5.0566 -1.0353 -0.2209 0.5554 0.7626 0.8316 0.6582
N 4.1003 -0.3006 0.4307 -0.3145 -0.6140 -0.6400 -0.0025
C 4.7627 -1.5604 -1.5916 -1.1794 -3.0268 -0.9906 0.3615
O 5.5884 -2.2820 -2.1466 -1.9219 2.0835 0.7334 -0.5628
O 3.4213 -1.4658 -1.9361 2.5554 0.4486 0.3433 -0.3678
H 5.9853 0.7439 3.0281 -0.5460 -0.7897 -1.2379 0.3196
H 7.5851 -0.5642 1.9079 2.2291 -0.4439 0.6429 0.5311
H 6.9595 -2.0682 -0.1490 -0.5669 0.9039 0.2822 0.4456
N -2.1646 2.0010 -1.7752 1.7323 0.7687 -0.8774 -0.3545
C -2.6266 2.4130 -0.5548 -1.1413 -0.1728 0.8614 0.3490
N -1.9477 2.3405 0.5423 0.1062 0.5421 -0.4993 -0.2260
C -2.6949 2.6988 1.6726 -1.9827 -0.2650 -2.8938 0.0025
C -2.1948 2.8678 2.9194 -1.0559 0.4618 1.0216 -0.5513
C -3.1314 3.0678 3.9385 -1.8413 -0.6670 -1.2779 -0.5464
C -4.5450 3.0506 3.6873 0.7251 0.9243 -0.9502 -0.6348
C -5.0571 3.0521 2.3600 0.4191 -0.2650 -0.0353 -0.3537
C -4.1104 2.8768 1.3632 1.1790 -0.0804 0.5784 0.5782
S -4.3963 2.8489 -0.3688 1.5976 -0.4980 0.3290 -0.2588
H -1.1052 2.0934 -1.8612 -1.9246 -0.2611 0.1611 0.0604
H -2.6350 2.3959 -2.5999 0.2652 -0.3137 0.7142 0.2966
H -1.1392 2.9526 3.0624 0.4616 -0.3080 0.2606 0.5050
H -2.7820 3.1243 4.9263 0.2336 0.2996 1.2409 0.4221
H -5.2642 3.2506 4.4665 0.1963 -0.2338 0.3694 0.3641
H -6.1253 3.1402 2.0249 1.0803 -0.0084 1.0003 0.3209
Te 1.5670 1.6708 -2.8210 0.6457 0.0014 1.0160 0.0977
C 1.5712 3.4615 -1.6616 0.6672 -0.3630 -0.2225 0.0907
C 2.0052 3.6107 -0.3645 -0.6671 0.9014 -0.8236 0.1051
C 1.8712 4.9854 0.0651 0.1447 -0.3740 0.1420 -0.7130
C 1.2635 5.7650 -0.8931 0.7228 0.3828 0.4033 -0.4283
S 1.1269 4.9779 -2.4298 -0.3284 -1.0837 1.5663 -0.0795
H 2.3231 2.8035 0.2932 0.0360 0.1827 -0.2532 0.1309
H 2.3230 5.2810 1.0437 -1.0491 0.1132 -0.9344 0.3419
H 0.9085 6.7934 -0.8160 0.4866 -0.2817 0.0171 0.3877
N -4.5259 -7.9850 -2.1272 0.3304 1.0353 0.4484 -0.4321
C -3.9603 -7.0098 -1.8609 -0.2512 -2.1113 -0.8146 -0.0823
C -3.1339 -5.8820 -1.6659 1.7146 1.4543 0.2908 0.6027
C -1.6986 -5.9114 -1.8254 -2.4389 -1.6488 -0.6634 -0.9286
C -0.9734 -4.7557 -1.7337 1.1491 -1.0989 1.0417 -0.5289
C -1.6333 -3.6726 -1.1916 0.5928 1.7555 -0.2758 1.5663
C -2.9941 -3.5519 -1.1173 -1.0189 0.4325 0.2899 -0.3847
C -3.7615 -4.6792 -1.3747 -1.9900 -0.4098 -0.6200 -0.8420
N -0.8829 -2.5005 -0.8204 1.0347 0.8008 0.5693 0.3946
C -1.3483 -1.3511 -0.1539 0.3502 -0.5723 -0.2720 -0.5012
C -0.3304 -0.4705 -0.0847 1.4762 -0.1207 -0.0881 -0.9084
N 0.8087 -1.0827 -0.6591 -0.8320 -0.1969 0.7539 0.1426
C 0.4323 -2.3030 -1.0323 0.0575 0.3606 -0.6595 -0.2867
H -1.3412 -6.9163 -2.0941 0.4777 0.8206 0.0480 0.4055
H 0.1267 -4.8038 -1.8475 -0.9161 0.1316 0.0132 0.2699
H -3.4171 -2.5563 -0.8797 0.0286 -1.0320 -0.1913 0.3257
H -4.9072 -4.7320 -1.4782 1.9500 0.6873 0.6088 0.3159
H -2.3016 -1.3520 0.3108 -0.5520 0.3046 0.0400 0.4979
H -0.1966 0.5197 0.3642 -0.6998 -0.4659 -0.2309 0.7043
H 1.0814 -3.0026 -1.5391 -0.0631 0.1441 0.0714 0.5197
```
Forces are in eV/Å.

---

2.
# C27H19Cl2NO2S

A 2-piece molecular cluster, C27H19Cl2NO2S overall (ωB97M-V/def2-TZVPD, the Open Molecules 2025 dataset).

Summary:
- E (eV) = -69768.554
- energy above the lowest of the compared OMol25 structures with the same formula, charge and spin (kJ/mol) = 259.1
- LUMO energy (eV) = -3.04
- frontier orbital gap (eV) = 3.75
- net charge = 0

XYZ file:
```
52
Properties=species:S:1:pos:R:3:forces:R:3:mulliken_charge:R:1
Cl 4.2421 2.2432 -3.9998 0.1826 0.0574 -0.1258 -0.1821
C 2.7712 1.5633 -3.4378 -0.8807 -0.4830 0.3031 0.4686
C 1.6166 2.3586 -3.3686 0.3717 -0.1783 -0.0722 -0.8059
C 0.4671 1.8351 -2.8089 0.0401 -0.4514 0.5196 -0.3033
C 0.4207 0.5012 -2.3085 1.0884 0.4622 -0.4680 0.9006
C -0.7946 0.1131 -1.6670 -0.2640 0.2065 0.6070 -0.9394
C -1.4944 -1.1134 -1.8415 -0.5649 -0.5720 0.0147 1.1760
C -2.9210 -1.0567 -1.8440 0.3809 -0.3030 0.2804 -0.3421
C -3.6872 -2.2031 -2.0022 0.4040 -0.2645 -0.0085 -0.8054
C -3.0499 -3.4526 -2.1223 0.4395 1.0071 0.0838 0.4265
Cl -3.9787 -4.8880 -2.1660 -0.1618 -0.1887 -0.0907 -0.1913
C -1.6513 -3.5288 -2.1988 -0.0243 0.2501 -0.0323 -1.0720
C -0.8861 -2.3720 -2.0967 -0.3735 -0.1008 0.0446 -0.1805
C 1.5664 -0.3177 -2.5061 -0.1534 0.3395 -0.0044 0.0797
C 2.7327 0.2144 -3.0430 -0.1233 0.3676 -0.1041 -1.1724
H 1.6427 3.3821 -3.7371 0.0066 -0.2305 0.1168 0.4077
H -0.4388 2.4381 -2.7400 0.3348 -0.0434 0.0721 0.4242
H -1.3151 0.9112 -1.1254 -0.1270 -0.1190 -0.6643 0.3337
H -3.4009 -0.0806 -1.7606 0.0746 -0.3144 0.1186 0.4231
H -4.7698 -2.1515 -2.0255 0.1142 -0.0013 0.0661 0.4109
H -1.1712 -4.4966 -2.3492 -0.1615 0.2924 0.0725 0.4089
H 0.1921 -2.4554 -2.1962 -0.4323 -0.0873 0.1274 0.1320
H 1.5717 -1.3604 -2.1893 0.1493 0.5262 -0.0019 0.3943
H 3.6290 -0.3961 -3.1506 -0.2576 0.1492 0.0732 0.3940
C 5.1069 1.0964 1.0847 -0.2987 -0.0870 -0.0820 -0.5970
C 4.6302 1.0055 2.3969 -0.2147 0.0632 0.0356 -0.5034
C 3.2659 1.1820 2.6751 -0.0539 -0.0027 -0.4039 -0.2582
C 2.3995 1.4811 1.6161 0.1658 -0.2890 -0.1444 -0.1142
S 0.6467 1.8372 1.8377 1.6919 0.5907 -0.3447 1.1920
C -0.1508 0.3593 1.4418 -0.0844 0.1331 -0.6358 -0.8449
C -1.3539 0.0082 2.0772 -0.9293 -0.5387 0.5098 0.9582
C -1.8045 -1.3508 2.0905 0.0493 0.4201 -0.0556 -0.3930
C -2.9560 -1.7055 2.7690 -0.1632 -0.3395 -0.1491 -0.7233
C -3.7568 -0.7415 3.3939 0.2782 -0.0199 0.0038 0.5464
C -4.9673 -1.1227 4.0683 -1.7574 -0.5758 0.8218 -0.0456
N -5.9655 -1.4353 4.5926 1.9481 0.6081 -0.9844 -0.5374
C -3.3432 0.5980 3.3793 -0.1587 0.0554 0.1692 -0.9155
C -2.1689 0.9657 2.7607 0.1514 -0.1809 -0.1371 -0.5610
O 0.4920 2.1765 3.2337 -0.4101 -0.1469 -0.2141 -0.6830
O 0.3980 2.8467 0.8240 -0.5383 -0.1338 0.2280 -0.6412
C 2.8717 1.5620 0.3068 0.0791 -0.1732 0.0013 -0.1168
C 4.2192 1.3362 0.0310 -0.1568 0.0735 0.2511 -0.3440
H 6.1659 0.9679 0.8635 -0.2294 -0.0242 0.1656 0.3847
H 5.3229 0.7921 3.2157 -0.2507 0.0978 -0.2964 0.3620
H 2.8681 1.0947 3.6866 0.1546 0.0914 -0.2608 0.4363
H 0.3440 -0.2661 0.7138 0.2680 -0.2430 0.3243 0.7494
H -1.2015 -2.1154 1.5945 -0.1755 0.2253 0.1918 0.4222
H -3.2621 -2.7522 2.8315 0.1207 0.3048 -0.1272 0.4253
H -3.9705 1.3324 3.8888 0.2977 -0.1166 -0.2090 0.4207
H -1.8426 2.0001 2.8014 -0.1645 -0.1718 -0.0317 0.4209
H 2.1617 1.8030 -0.4844 0.2590 -0.0339 0.1313 0.3265
H 4.5574 1.3569 -1.0054 0.0595 0.0932 0.3148 0.2485
```
Forces are in eV/Å.

---

3.
# C27H19Cl6MgN7OS

C27H19Cl6MgN7OS as an isolated structure (ωB97M-V/def2-TZVPD, the Open Molecules 2025 dataset).

Summary:
- E (eV) = -132205.329
- energy above the lowest of the compared OMol25 structures with the same formula, charge and spin (kJ/mol) = 102.7
- LUMO energy (eV) = -0.30
- frontier orbital gap (eV) = 7.68
- net charge = 0

XYZ file:
```
62
Properties=species:S:1:pos:R:3:forces:R:3:mulliken_charge:R:1
Mg -0.9866 1.8010 2.8238 -0.3902 0.4242 -0.3462 1.1547
N -2.0287 3.3633 4.6208 0.1063 0.0827 -0.0611 -0.3771
N -3.3697 3.5536 4.9698 -0.1163 0.1417 -0.0284 -0.4629
C -4.3325 3.0462 4.1695 -0.0361 -0.0670 0.0709 0.6401
N -5.5902 3.4417 4.4637 0.0037 0.0658 0.0348 -0.4486
S -4.0419 2.0167 2.8982 0.0030 -0.1500 -0.1237 -0.3949
H -1.4440 3.5251 5.4294 -0.0271 -0.2025 0.0952 0.2714
H -1.7483 3.9911 3.8594 -0.0848 0.1440 0.1153 0.2645
H -3.5998 4.3985 5.4731 0.0167 0.0633 -0.0008 0.2560
H -5.8103 4.0223 5.2537 0.0304 -0.0406 0.0396 0.1823
H -6.3383 3.0272 3.9401 -0.0107 0.0154 -0.0283 0.1973
Cl 2.1078 3.6062 4.5643 0.1015 0.2189 -0.2506 -0.2403
C 1.4626 2.0969 5.1372 -0.2606 -0.2933 0.2011 1.1699
C 0.3257 1.5683 4.5351 0.2441 -0.1880 0.3767 -1.9492
C -0.2207 0.4819 5.2079 0.7765 0.2796 0.3419 1.2093
Cl -1.7209 -0.1145 4.5877 -0.5291 -0.5099 0.0999 -0.2006
C 0.3200 -0.1045 6.3473 -0.1145 -0.1160 0.0042 -0.5610
Cl -0.4587 -1.4329 7.1270 0.0123 -0.0118 -0.0233 -0.1993
C 1.5060 0.4094 6.8589 0.0044 0.0602 -0.0392 0.6460
Cl 2.2372 -0.3072 8.2419 0.0064 -0.0167 0.0216 -0.1917
C 2.0758 1.5297 6.2568 0.0078 0.0334 -0.0029 -0.3195
Cl 3.5163 2.2042 6.9249 0.0138 0.0021 0.0129 -0.1922
C 3.0933 -4.0579 -9.0913 0.0505 -0.0159 -0.0647 -0.8405
O 1.8820 -4.2855 -8.3970 -0.0301 -0.0555 -0.0737 -0.4704
C 1.6809 -3.6117 -7.2432 -0.0603 0.0911 0.1799 0.9605
C 0.4726 -3.8601 -6.5884 -0.0203 -0.0762 -0.0783 -0.5424
C 0.1792 -3.2288 -5.4028 0.0302 0.0746 0.0656 -0.5441
C 1.0821 -2.3256 -4.8309 0.1536 -0.0616 -0.2023 0.3377
C 2.2791 -2.0792 -5.4942 -0.1633 0.0041 0.1139 -0.7706
C 2.5834 -2.7118 -6.6899 0.1527 -0.0079 -0.1324 -0.6280
C 0.7417 -1.6837 -3.5650 -0.1005 0.1616 0.2620 0.2739
N -0.3452 -1.9172 -2.8670 -0.1436 -0.1750 -0.1486 -0.8303
C -0.2632 -1.1119 -1.7658 0.5133 0.2847 -0.0060 0.9573
C 0.9028 -0.3711 -1.7931 -0.4130 -0.2606 -0.0216 0.1583
N 1.5314 -0.7452 -2.9505 0.1367 -0.0063 -0.1047 -0.1047
C 1.2688 0.5605 -0.7824 -0.0738 0.1049 0.2090 0.2484
C 2.4143 1.3663 -0.7915 -0.0296 0.0125 0.0676 -0.6068
C 2.6169 2.2448 0.2430 0.0136 -0.0310 -0.0470 -1.1608
C 1.6801 2.3011 1.2777 0.0537 -0.0310 -0.0170 -0.1257
N 0.6130 1.5298 1.3205 0.1847 -0.2393 -0.1961 0.0634
C 0.3831 0.6810 0.3094 0.3497 0.0560 -0.2589 -0.0907
C -0.8415 -0.0921 0.3633 -0.2229 -0.3397 -0.2400 0.0798
N -1.6350 0.0839 1.4365 -0.0368 0.1894 0.0629 0.1192
C -2.7545 -0.6109 1.5156 0.0175 -0.0853 -0.0369 -0.1251
C -3.1732 -1.5023 0.5257 -0.0050 -0.0373 -0.0457 -1.2571
C -2.3842 -1.6861 -0.5817 0.0375 0.0015 -0.0059 -0.5326
C -1.1787 -0.9827 -0.6757 -0.0394 0.1273 0.2453 0.2397
H 3.0531 -4.6847 -9.9773 0.0032 0.0020 0.0023 0.2428
H 3.9582 -4.3442 -8.4873 -0.0123 0.0132 0.0062 0.3397
H 3.1881 -3.0122 -9.3951 -0.0034 -0.0041 0.0184 0.3393
H -0.2183 -4.5606 -7.0392 -0.0084 0.0129 0.0250 0.4197
H -0.7552 -3.4156 -4.8917 -0.0022 -0.0273 -0.0106 0.4878
H 3.0055 -1.3829 -5.0927 0.0122 -0.0122 0.0120 0.2210
H 3.5249 -2.4980 -7.1767 -0.0364 0.0010 0.0288 0.3776
H 2.4159 -0.4027 -3.2780 0.0006 -0.0197 -0.0599 0.1738
H 3.1208 1.3067 -1.6108 0.0077 0.0050 0.0094 0.3994
H 3.4793 2.8956 0.2696 -0.0087 0.0023 -0.0083 0.4345
H 1.7882 3.0093 2.0825 0.0281 0.0353 0.1144 0.3542
H -3.3590 -0.4595 2.3998 -0.0062 0.0292 -0.0150 0.6147
H -4.1105 -2.0275 0.6430 0.0076 0.0013 0.0122 0.4158
H -2.6586 -2.3586 -1.3839 -0.0242 -0.0174 0.0274 0.5826
Cl -1.1225 3.9069 1.7660 -0.0704 0.3581 -0.1979 -0.6658
```
Forces are in eV/Å.

---

4.
# C27H19FeN5

C27H19FeN5 as an isolated structure (ωB97M-V/def2-TZVPD, the Open Molecules 2025 dataset).

Summary:
- E (eV) = -70135.606
- LUMO energy (alpha / beta) (eV) = -6.05 / -6.32
- frontier orbital gap (alpha / beta) (eV) = 8.58 / 8.20
- multiplicity = 5
- net charge = +2
- expectation value of S² = 6.009

XYZ file:
```
52
Properties=species:S:1:pos:R:3:forces:R:3:mulliken_charge:R:1
Fe 0.3850 0.2580 -0.0002 0.0360 -0.3289 0.0002 0.0465
C 0.4923 0.2226 4.4447 -0.0119 0.0027 -0.0006 -0.8488
C 1.8243 -0.0344 4.7184 0.0100 -0.0048 0.0097 -0.5107
C 2.7041 -0.2451 3.6666 -0.0052 -0.0079 -0.0369 -0.7901
C 2.2223 -0.1895 2.3703 -0.0251 -0.0134 -0.0423 0.5062
N 0.9298 0.0674 2.1068 0.0459 0.1147 0.0131 0.2714
C 0.0890 0.2654 3.1212 0.0076 -0.0224 0.0201 -0.1378
C 3.0722 -0.4132 1.1667 0.0005 0.0016 0.0251 0.7295
C 4.4028 -0.7977 1.2034 -0.0136 0.0151 -0.0017 -0.6187
C 5.0687 -0.9867 0.0022 0.0068 0.0007 0.0013 -0.8979
C 4.4044 -0.7961 -1.1997 -0.0117 0.0148 0.0004 -0.6247
C 3.0738 -0.4116 -1.1642 -0.0023 0.0021 -0.0254 0.7402
N 2.4443 -0.2306 0.0009 0.0151 0.0317 0.0003 0.0255
C 2.2255 -0.1861 -2.3686 -0.0244 -0.0130 0.0413 0.5354
C 2.7091 -0.2395 -3.6643 -0.0052 -0.0088 0.0376 -0.8009
C 1.8307 -0.0272 -4.7170 0.0111 -0.0054 -0.0103 -0.5127
C 0.4983 0.2290 -4.4447 -0.0129 0.0018 0.0020 -0.8576
C 0.0932 0.2697 -3.1217 0.0084 -0.0213 -0.0198 -0.1379
N 0.9327 0.0702 -2.1065 0.0441 0.1159 -0.0135 0.2694
H -0.2234 0.3911 5.2361 -0.0045 -0.0058 -0.0006 0.4335
H 2.1788 -0.0724 5.7394 0.0033 0.0048 0.0013 0.4632
H 3.7474 -0.4437 3.8613 -0.0031 -0.0024 0.0145 0.3734
H -0.9441 0.4620 2.8595 0.0011 0.0138 0.0010 0.4210
H 4.9137 -0.9566 2.1409 0.0093 0.0016 -0.0045 0.4107
H 6.1071 -1.2893 0.0026 0.0005 -0.0029 0.0004 0.4579
H 4.9164 -0.9538 -2.1367 0.0099 0.0019 0.0047 0.4061
H 3.7528 -0.4375 -3.8579 -0.0029 -0.0024 -0.0149 0.3661
H 2.1868 -0.0635 -5.7375 0.0029 0.0048 -0.0015 0.4654
H -0.2163 0.3987 -5.2369 -0.0046 -0.0058 0.0010 0.4323
H -0.9403 0.4658 -2.8610 0.0014 0.0139 -0.0020 0.4226
C -2.4306 -3.2008 -0.0028 -0.0003 -0.0223 0.0011 -0.9037
C -1.2561 -2.4408 -0.0022 0.0306 -0.0082 -0.0008 -0.2093
N -1.2585 -1.1206 -0.0015 -0.1430 0.1609 -0.0003 0.0722
C -2.4524 -0.4725 -0.0013 -0.0124 0.0394 -0.0034 0.1010
C -3.6770 -1.1483 -0.0018 0.0660 0.0345 0.0014 0.9249
C -3.6393 -2.5559 -0.0026 -0.0135 0.0142 0.0016 -0.6721
C -4.9008 -0.3984 -0.0015 -0.0232 -0.0254 -0.0009 -0.8143
C -4.8883 0.9499 -0.0009 -0.0278 0.0182 0.0001 -0.9273
C -3.6502 1.6753 -0.0004 0.0448 -0.0324 0.0015 0.8747
C -3.5865 3.0812 0.0001 0.0193 0.0081 -0.0003 -0.6468
C -2.3662 3.7084 0.0005 -0.0243 0.0084 0.0004 -0.8517
C -1.2078 2.9297 0.0004 0.0176 -0.0155 -0.0010 -0.2558
N -1.2358 1.6052 -0.0002 -0.0347 -0.0086 0.0002 0.1458
C -2.4403 0.9733 -0.0006 0.0203 -0.0651 0.0001 0.3821
H -2.3687 -4.2793 -0.0034 0.0078 0.0000 -0.0002 0.4350
H -0.2877 -2.9268 -0.0024 0.0015 -0.0008 0.0000 0.5131
H -4.5656 -3.1165 -0.0030 -0.0049 0.0046 0.0002 0.4601
H -5.8374 -0.9405 -0.0018 0.0004 -0.0024 -0.0001 0.4586
H -5.8137 1.5108 -0.0007 -0.0016 -0.0015 -0.0001 0.4383
H -4.5031 3.6576 0.0002 -0.0054 -0.0044 0.0000 0.4676
H -2.2843 4.7855 0.0010 -0.0038 0.0018 0.0000 0.4586
H -0.2310 3.3978 0.0007 0.0002 -0.0002 0.0001 0.5107
```
Forces are in eV/Å.

---

Question: What is the formula in the second record?
Answer: C27H19Cl2NO2S

---

Question: What is the formula in the fourth record?
Answer: C27H19FeN5

---

Question: Which of these has the highest E?
Answer: C27H19Cl2NO2S